{
  "formula": "C46H45AsCl3N5O7SW",
  "method": "ωB97M-V/def2-TZVPD",
  "species": ["W", "C", "O", "C", "C", "C", "C", "C", "C", "N", "N", "C", "O", "C", "C", "C", "C", "C", "C", "C", "O", "H", "H", "H", "H", "H", "H", "H", "H", "H", "H", "H", "H", "C", "O", "C", "C", "C", "C", "C", "C", "N", "C", "N", "C", "C", "C", "C", "C", "C", "O", "C", "N", "C", "C", "C", "C", "C", "C", "O", "C", "H", "H", "H", "H", "H", "H", "H", "H", "H", "H", "H", "H", "H", "H", "H", "H", "H", "H", "H", "H", "H", "H", "Cl", "C", "C", "C", "Cl", "C", "O", "C", "Cl", "C", "H", "H", "C", "As", "C", "C", "S", "H", "H", "H", "H", "H", "H", "H", "H", "H"],
  "positions_angstrom": [[-0.7163, 0.5579, -0.3425], [1.8086, 1.1979, 3.0581], [0.7446, 1.3434, 3.9986], [-0.4578, 1.8258, 3.6332], [-1.2304, 2.3608, 4.6755], [-2.4617, 2.9386, 4.4486], [-2.9700, 3.0019, 3.1549], [-2.2498, 2.4360, 2.1132], [-2.8453, 2.4525, 0.8008], [-2.4709, 1.7050, -0.1810], [-3.2869, 1.7261, -1.3197], [-2.9812, 0.7136, -2.0543], [-1.9923, -0.1056, -1.6511], [-3.7154, 0.3736, -3.2710], [-4.4656, 1.3571, -3.9131], [-5.1834, 1.0294, -5.0499], [-5.1603, -0.2722, -5.5356], [-4.4165, -1.2525, -4.8906], [-3.6859, -0.9301, -3.7601], [-1.0068, 1.8347, 2.3570], [-0.3308, 1.2753, 1.3120], [2.6937, 0.9984, 3.6545], [1.9469, 2.1219, 2.4918], [1.6322, 0.3692, 2.3735], [-0.8058, 2.3190, 5.6700], [-3.0224, 3.3542, 5.2735], [-3.9231, 3.4716, 2.9535], [-3.7298, 3.0617, 0.6362], [-4.4743, 2.3657, -3.5240], [-5.7620, 1.7881, -5.5578], [-5.7269, -0.5237, -6.4219], [-4.4062, -2.2643, -5.2716], [-3.1084, -1.6875, -3.2460], [5.3064, -4.4362, -0.2301], [4.1189, -3.8419, 0.2913], [3.2305, -4.6483, 0.9320], [3.4205, -5.9918, 1.1971], [2.4251, -6.7111, 1.8506], [1.2485, -6.0951, 2.2289], [1.0495, -4.7434, 1.9645], [2.0370, -4.0179, 1.3213], [1.9750, -2.6448, 0.9278], [0.9275, -1.8142, 0.9019], [0.0796, -1.8714, 1.9310], [-1.2845, -1.5647, 1.8877], [-1.8586, -0.8915, 0.8241], [-3.2655, -0.8464, 0.8051], [-4.0184, -1.3642, 1.8359], [-3.4116, -1.9595, 2.9449], [-2.0391, -2.0759, 2.9623], [-1.3033, -2.7054, 3.9144], [-1.9914, -3.1879, 5.0720], [0.8099, -0.8779, -0.0684], [1.8496, -1.0282, -1.0799], [2.9035, -0.1229, -1.0445], [3.9680, -0.2178, -1.9152], [3.9881, -1.2576, -2.8396], [2.9761, -2.1950, -2.8489], [1.8978, -2.1170, -1.9624], [1.1185, -3.2244, -1.9490], [-0.2456, -3.2721, -1.5414], [5.8459, -3.6371, -0.7286], [5.0580, -5.2200, -0.9469], [5.9180, -4.8432, 0.5755], [4.3332, -6.4837, 0.8975], [2.5812, -7.7599, 2.0598], [0.4738, -6.6563, 2.7310], [0.1105, -4.2983, 2.2592], [2.7496, -2.3994, 0.3185], [0.3672, -2.4447, 2.7145], [-3.7880, -0.4126, -0.0346], [-5.0973, -1.3039, 1.7892], [-4.0131, -2.3554, 3.7489], [-1.2253, -3.5598, 5.7439], [-2.6710, -3.9967, 4.8016], [-2.5423, -2.3774, 5.5499], [2.8663, 0.6666, -0.3050], [4.7691, 0.5070, -1.8761], [4.8103, -1.3530, -3.5361], [2.9972, -3.0401, -3.5238], [-0.7459, -3.9551, -2.2250], [-0.7360, -2.3075, -1.5977], [-0.3106, -3.6783, -0.5276], [3.3161, 2.5462, -6.6212], [2.4457, 2.1203, -5.2028], [1.4938, 1.1155, -5.2523], [0.7851, 0.7883, -4.1094], [-0.3886, -0.4613, -4.2631], [1.0040, 1.4564, -2.9074], [0.2976, 1.2020, -1.7855], [1.9941, 2.4464, -2.8804], [2.4387, 3.2614, -1.4218], [2.7044, 2.7856, -4.0151], [1.2962, 0.5845, -6.1714], [3.4615, 3.5542, -3.9638], [0.3657, 7.2620, -0.0793], [0.4230, 5.5648, 0.8079], [-0.4113, 5.8563, 2.5104], [2.2778, 5.2844, 1.2212], [-0.6056, 4.1177, -0.3141], [0.9212, 8.0048, 0.4926], [-0.6771, 7.5603, -0.1702], [0.7972, 7.1495, -1.0718], [-0.0720, 6.8115, 2.9105], [-0.1549, 5.0557, 3.2037], [-1.4880, 5.8806, 2.3562], [2.5005, 5.8684, 2.1136], [2.8858, 5.6412, 0.3918], [2.4863, 4.2329, 1.4053]],
  "gap_ev": 5.52,
  "energy_ha": -6661.52535,
  "lumo_ev": -7.134,
  "charge": 2,
  "de_lowest_kcal_mol": 0.00
}

***

{
  "formula": "C46H45N7O16",
  "method": "ωB97M-V/def2-TZVPD",
  "species": ["O", "N", "O", "C", "C", "C", "C", "C", "C", "H", "H", "H", "H", "H", "O", "N", "O", "C", "C", "C", "C", "C", "C", "H", "H", "H", "H", "H", "O", "N", "O", "C", "C", "C", "C", "C", "C", "H", "H", "H", "H", "H", "O", "N", "O", "C", "C", "C", "C", "C", "C", "H", "H", "H", "H", "H", "O", "N", "O", "C", "C", "C", "C", "C", "C", "H", "H", "H", "H", "H", "O", "N", "O", "C", "C", "C", "C", "C", "C", "H", "H", "H", "H", "H", "O", "N", "O", "C", "C", "C", "C", "C", "C", "H", "H", "H", "H", "H", "C", "O", "C", "C", "O", "C", "H", "H", "H", "H", "H", "H", "H", "H", "H", "H"],
  "positions_angstrom": [[-0.7522, -5.3991, 8.2290], [0.0709, -4.5989, 8.6277], [0.8494, -4.8085, 9.5360], [0.1350, -3.2863, 7.9842], [0.7953, -2.2417, 8.6057], [0.8837, -1.0340, 7.9343], [0.3564, -0.8677, 6.6586], [-0.2649, -1.9358, 6.0251], [-0.3370, -3.1623, 6.6948], [1.2802, -2.3583, 9.5635], [1.4320, -0.2183, 8.3855], [0.5309, 0.0496, 6.1120], [-0.6453, -1.8927, 5.0156], [-0.7773, -4.0309, 6.2241], [11.6029, 2.4156, 6.2364], [11.7345, 3.1729, 7.1758], [12.0827, 4.3369, 7.0921], [11.4403, 2.6679, 8.5259], [11.0979, 1.3372, 8.6746], [10.8640, 0.7927, 9.9249], [10.9717, 1.6139, 11.0344], [11.3170, 2.9685, 10.8884], [11.5398, 3.5013, 9.6356], [11.1529, 0.6965, 7.8080], [10.7783, -0.2736, 10.0870], [10.6570, 1.2843, 12.0130], [11.1482, 3.6525, 11.7106], [11.7367, 4.5578, 9.5098], [9.2108, -2.3443, 1.8063], [9.2217, -1.1584, 2.1033], [9.3735, -0.7336, 3.2346], [9.0468, -0.1822, 1.0425], [9.3947, -0.5296, -0.2484], [9.4435, 0.4278, -1.2546], [8.9442, 1.7032, -1.0271], [8.3446, 1.9420, 0.2151], [8.4726, 1.0738, 1.2787], [9.8883, -1.4746, -0.4355], [9.8382, 0.1369, -2.2182], [8.9704, 2.4429, -1.8131], [7.8978, 2.8962, 0.4680], [8.0837, 1.3547, 2.2464], [13.2552, -2.0204, 12.8487], [12.3744, -2.7550, 12.4387], [12.5772, -3.9015, 12.0764], [11.0184, -2.2531, 12.3931], [10.1121, -2.8558, 11.5557], [8.7904, -2.4395, 11.4786], [8.3899, -1.3567, 12.2807], [9.3429, -0.7034, 13.0782], [10.6079, -1.2201, 13.2130], [10.4237, -3.6710, 10.9139], [8.0067, -2.9539, 10.9408], [7.3409, -1.0954, 12.2984], [8.9983, 0.1680, 13.6212], [11.2795, -0.7737, 13.9360], [7.1791, -4.3542, 8.8187], [6.4385, -4.2156, 7.8629], [5.2384, -4.1455, 7.9736], [7.0782, -4.1790, 6.5545], [8.2772, -4.8443, 6.3634], [8.7951, -4.8794, 5.0904], [8.1779, -4.2070, 4.0503], [7.0240, -3.4457, 4.2564], [6.4555, -3.4772, 5.5273], [8.8072, -5.3274, 7.1719], [9.6962, -5.4258, 4.8457], [8.6218, -4.2311, 3.0676], [6.5459, -2.8061, 3.5300], [5.5457, -2.9206, 5.7106], [7.3135, 3.9724, 10.1896], [7.8885, 4.1705, 9.1387], [7.9518, 3.3760, 8.2311], [8.5789, 5.4726, 8.9943], [8.6757, 6.2959, 10.1157], [9.3431, 7.4995, 9.9983], [9.8533, 7.9214, 8.7685], [9.7439, 7.0736, 7.6668], [9.0832, 5.8620, 7.7760], [8.2369, 5.9876, 11.0529], [9.4455, 8.1680, 10.8436], [10.3914, 8.8502, 8.6485], [9.9889, 7.5458, 6.7233], [8.9925, 5.1386, 6.9738], [8.8204, 3.1312, 12.9375], [7.7950, 3.5619, 13.4160], [7.5851, 4.6653, 13.8712], [6.6588, 2.6106, 13.4503], [6.5746, 1.6153, 12.4739], [5.6528, 0.5932, 12.6204], [4.7141, 0.6556, 13.6530], [4.7497, 1.7025, 14.5587], [5.7060, 2.7077, 14.4414], [7.2698, 1.6156, 11.6449], [5.6488, -0.1705, 11.8538], [3.9028, -0.0589, 13.6929], [4.0208, 1.8171, 15.3496], [5.9244, 3.4530, 15.1968], [9.0575, -0.6371, 6.4076], [9.0157, -0.6293, 7.8197], [7.7310, -1.0335, 8.2470], [6.8569, 0.1626, 8.6357], [5.5180, -0.2537, 8.7859], [4.6277, 0.8523, 8.7688], [8.2323, -0.1013, 5.9181], [9.0234, -1.6574, 6.0099], [9.9531, -0.1157, 6.0682], [7.8342, -1.6010, 9.1735], [7.2429, -1.6587, 7.5022], [6.8883, 0.8598, 7.7850], [7.3335, 0.7086, 9.4578], [4.7737, 1.6000, 7.9873], [4.7293, 1.4142, 9.7091], [3.6513, 0.3732, 8.8052]],
  "gap_ev": 8.66,
  "energy_ha": -3366.29632,
  "lumo_ev": -0.824,
  "smiles": "O=[N+]([O-])c1ccccc1.O=[N+]([O-])c1ccccc1.O=[N+]([O-])c1ccccc1.O=[N+]([O-])c1ccccc1.O=[N+]([O-])c1ccccc1.O=[N+]([O-])c1ccccc1.O=[N+]([O-])c1ccccc1.COCCOC",
  "charge": 0,
  "de_lowest_kcal_mol": 0.00
}